ORCA calculation (ωB97M-V with the def2-TZVPD basis set) on a 2-piece molecular cluster, C4H11N3O overall in a non-equilibrium geometry.

The geometry in XYZ format:
```
19
C4H11N3O | the OMol25 dataset | ωB97M-V with the def2-TZVPD basis set
C 2.00 -0.51 -1.24
C 1.95 0.51 -0.16
N 3.17 0.78 0.52
O 0.89 1.07 0.15
H 2.94 -1.07 -1.09
H 2.02 -0.03 -2.27
H 1.10 -1.10 -1.29
H 3.32 0.63 1.54
H 3.98 0.93 -0.06
C -1.85 0.39 0.31
C -2.63 -0.71 0.49
N -2.62 -1.91 -0.29
N -1.80 1.45 1.26
H -1.28 0.56 -0.61
H -3.43 -0.68 1.25
H -2.31 -2.71 0.23
H -2.11 -1.69 -1.14
H -2.47 2.22 1.12
H -0.87 1.86 1.27
```

Values from the calculation:
* LUMO level: 0.70 eV
* gap between HOMO and LUMO: 8.2 eV
* SMILES string: CC(N)=O.N/C=C/N
* relative energy (zero: lowest compared OMol25 entry of this formula, charge and spin): 54.60 kcal/mol


ORCA calculation (ωB97M-V with the def2-TZVPD basis set) on C30H66AsF6N6O9 as an isolated structure in a non-equilibrium geometry.

The geometry in XYZ format:
```
118
C30H66AsF6N6O9 | the OMol25 dataset | ωB97M-V with the def2-TZVPD basis set
As -1.12 0.88 1.27
F 0.55 0.39 1.80
F -0.92 2.54 1.92
F -2.75 1.31 0.61
F -1.21 -0.82 0.55
F -1.80 0.32 2.86
F -0.49 1.40 -0.39
C -1.04 -7.03 3.91
O -1.75 -7.91 3.53
N 0.10 -7.19 4.64
C 0.77 -8.45 4.97
C 0.89 -6.07 5.13
H -1.29 -5.97 3.74
H 1.79 -8.58 4.63
H 0.23 -9.27 4.48
H 0.66 -8.64 6.03
H 1.94 -6.10 4.84
H 0.37 -5.19 4.75
H 0.74 -6.03 6.21
C 6.97 -1.33 -1.54
O 8.23 -1.45 -1.49
N 6.12 -2.14 -2.18
C 6.52 -3.36 -2.88
C 4.68 -1.84 -2.08
H 6.43 -0.49 -1.06
H 6.24 -3.29 -3.94
H 5.94 -4.22 -2.56
H 7.61 -3.41 -2.80
H 4.19 -2.54 -1.40
H 4.53 -0.80 -1.79
H 4.10 -2.05 -2.98
C -5.92 6.55 4.64
O -5.89 7.75 4.64
N -6.00 5.79 5.73
C -6.23 6.33 7.03
C -5.75 4.35 5.74
H -5.90 5.92 3.74
H -7.17 5.91 7.39
H -6.26 7.41 7.15
H -5.55 5.96 7.79
H -5.63 3.86 4.77
H -4.80 4.16 6.25
H -6.62 3.94 6.25
C 4.58 5.14 -0.13
O 5.20 4.86 -1.14
N 5.12 5.78 0.97
C 4.22 6.11 2.03
C 6.53 6.21 1.00
H 3.52 4.88 0.01
H 4.44 5.54 2.93
H 3.16 6.04 1.82
H 4.38 7.13 2.39
H 6.89 5.71 1.90
H 7.13 5.93 0.14
H 6.58 7.30 1.02
C -6.13 -0.89 -3.66
O -6.15 -0.33 -4.75
N -7.16 -1.57 -3.10
C -6.97 -2.29 -1.86
C -8.47 -1.68 -3.75
H -5.24 -0.82 -3.01
H -6.72 -3.31 -2.13
H -7.91 -2.42 -1.31
H -6.20 -1.93 -1.18
H -9.04 -0.91 -3.23
H -8.43 -1.52 -4.83
H -8.80 -2.69 -3.52
C -3.71 8.49 -3.52
O -4.41 8.18 -4.46
N -2.72 7.67 -3.05
C -1.85 8.06 -1.92
C -2.48 6.35 -3.71
H -3.72 9.48 -3.03
H -2.10 8.95 -1.35
H -0.81 8.16 -2.21
H -1.98 7.28 -1.17
H -3.14 6.23 -4.57
H -1.47 6.25 -4.10
H -2.59 5.47 -3.08
C -0.66 -7.71 -3.75
C -1.20 -6.35 -4.15
C -2.20 -6.87 -5.22
O -1.64 -8.07 -5.78
C -0.47 -8.44 -5.08
H -1.35 -8.26 -3.10
H 0.31 -7.60 -3.26
H -0.37 -5.73 -4.49
H -1.70 -5.91 -3.29
H -2.36 -6.20 -6.07
H -3.12 -7.09 -4.68
H 0.49 -8.16 -5.52
H -0.52 -9.51 -4.89
C 3.21 -0.37 9.64
C 2.85 0.00 8.19
C 4.16 0.29 7.45
O 5.04 0.76 8.45
C 4.64 0.28 9.78
H 3.24 -1.44 9.81
H 2.47 0.05 10.33
H 2.53 1.04 8.21
H 2.14 -0.67 7.72
H 4.07 1.01 6.63
H 4.60 -0.62 7.05
H 4.53 1.13 10.45
H 5.26 -0.45 10.29
C 3.01 -0.04 -8.13
C 1.63 0.46 -7.74
C 0.78 -0.78 -7.99
O 1.61 -1.65 -8.83
C 2.94 -1.52 -8.44
H 3.70 0.15 -7.31
H 3.26 0.48 -9.05
H 1.36 1.24 -8.45
H 1.49 0.82 -6.72
H -0.15 -0.48 -8.48
H 0.48 -1.36 -7.12
H 3.69 -1.66 -9.22
H 3.18 -2.17 -7.59
```

Values from the calculation:
* LUMO level: 1.83 eV
* gap between HOMO and LUMO: 9.4 eV
* net charge: -1


ORCA calculation (ωB97M-V with the def2-TZVPD basis set) on C45H37Co2NO5P as an isolated structure in a non-equilibrium geometry.

The geometry in XYZ format:
```
91
C45H37Co2NO5P | the OMol25 dataset | ωB97M-V with the def2-TZVPD basis set
O -5.43 2.80 -0.49
C -4.78 2.04 -1.08
Co -3.71 1.04 -2.05
C -4.80 0.28 -3.20
O -5.56 -0.15 -3.97
C -2.86 2.28 -2.91
O -2.21 3.12 -3.39
C -2.21 0.56 -0.73
C -2.09 1.41 0.37
C -1.39 2.53 0.71
C -1.88 3.59 1.56
C -1.30 4.89 1.49
C -1.82 5.94 2.24
C -2.89 5.72 3.11
C -3.44 4.43 3.26
C -2.93 3.38 2.49
Co -3.32 0.06 0.59
C -4.63 0.65 1.61
O -5.58 0.95 2.22
C -4.27 -1.21 -0.20
O -4.97 -2.01 -0.67
P -2.38 -1.11 2.17
C -3.09 -0.99 3.85
C -2.37 -0.51 4.95
C -3.00 -0.37 6.19
C -4.33 -0.76 6.35
C -5.04 -1.29 5.26
C -4.43 -1.37 4.01
C -2.37 -2.90 1.82
C -2.72 -3.86 2.78
C -2.72 -5.21 2.45
C -2.32 -5.62 1.17
C -1.94 -4.67 0.21
C -2.00 -3.31 0.53
C -0.62 -0.69 2.39
C 0.41 -1.55 1.98
C 1.71 -1.05 1.87
C 1.99 0.29 2.17
C 0.98 1.12 2.67
C -0.32 0.61 2.81
H -1.33 0.08 -1.19
H -0.40 2.66 0.24
H -0.46 5.04 0.81
H -1.38 6.94 2.15
H -3.29 6.55 3.70
H -4.25 4.25 3.96
H -3.35 2.39 2.60
H -1.31 -0.25 4.85
H -2.44 0.05 7.03
H -4.82 -0.66 7.32
H -6.07 -1.64 5.38
H -4.99 -1.77 3.16
H -3.00 -3.54 3.79
H -3.03 -5.94 3.19
H -2.30 -6.68 0.92
H -1.61 -4.98 -0.78
H -1.74 -2.57 -0.23
H 0.20 -2.59 1.76
H 2.51 -1.72 1.55
H 2.99 0.69 2.03
H 1.18 2.15 2.94
H -1.11 1.25 3.21
C 1.64 4.87 -5.80
C 1.94 5.59 -4.47
C 1.93 4.51 -3.38
N 1.90 3.24 -4.09
C 1.83 2.06 -3.44
C 1.60 1.89 -2.08
C 1.64 0.44 -1.69
C 1.92 -0.24 -3.04
C 2.03 0.71 -4.06
C 2.31 0.32 -5.37
C 2.50 -1.04 -5.65
C 2.38 -1.99 -4.62
C 2.09 -1.59 -3.31
C 1.87 3.38 -5.53
H 0.60 5.02 -6.10
H 2.28 5.22 -6.61
H 2.92 6.06 -4.51
H 1.20 6.36 -4.26
H 2.82 4.58 -2.74
H 1.05 4.61 -2.73
H 1.45 2.70 -1.38
H 2.44 0.22 -0.96
H 0.69 0.09 -1.24
H 2.39 1.06 -6.17
H 2.73 -1.35 -6.67
H 2.52 -3.05 -4.86
H 1.99 -2.32 -2.50
H 1.08 2.76 -5.99
H 2.83 3.05 -5.97
```

Values from the calculation:
* LUMO level: -5.52 eV
* gap between HOMO and LUMO: 3.6 eV
* net charge: +1
* relative energy (zero: lowest compared OMol25 entry of this formula, charge and spin): 0.00 kcal/mol


ORCA calculation (ωB97M-V with the def2-TZVPD basis set) on C5H12N2 in the gas phase in a non-equilibrium geometry.

The geometry in XYZ format:
```
19
C5H12N2 | the OMol25 dataset | ωB97M-V with the def2-TZVPD basis set
C -0.80 1.30 -0.89
C -0.59 0.69 0.52
C 0.42 -0.30 0.66
C 1.59 0.11 1.18
C -1.04 -2.27 0.15
N 0.22 -1.51 0.08
N 0.35 1.99 -1.39
H -1.14 0.49 -1.40
H -1.54 2.23 -0.81
H -0.38 1.51 1.15
H -1.59 0.28 0.74
H 1.96 1.16 1.41
H 2.45 -0.62 1.22
H -1.83 -1.68 -0.41
H -1.35 -2.65 1.11
H -0.88 -3.12 -0.61
H 1.02 -2.12 0.23
H 1.13 2.01 -0.76
H 0.61 1.91 -2.38
```

Values from the calculation:
* LUMO level: 0.99 eV
* gap between HOMO and LUMO: 9.0 eV
* SMILES string: C=C(CCN)NC
* relative energy (zero: lowest compared OMol25 entry of this formula, charge and spin): 52.97 kcal/mol


Which value of gap between HOMO and LUMO does entry 4 give? 9.0 eV


Look up the LUMO level of the fourth one. 0.99 eV


The lowest gap between HOMO and LUMO belongs to which entry? C45H37Co2NO5P


What is the formula in the first record? C4H11N3O